Record 1
Molecular formula: C33H26IN8O2PbS2
Method: DFT, ωB97M-V with the def2-TZVPD basis set

Structure (ORCA input):
```
! RIJCOSX wB97M-V def2-TZVPD def2/J DEFGRID3
* xyz 3 1
Pb -0.259 0.105 -1.385
I 5.703 -2.645 -2.224
S -1.550 -0.774 -4.301
S -4.923 1.472 0.311
O -1.161 -1.877 -5.123
O -0.631 0.316 -4.059
N -1.704 -1.339 -2.723
N -2.474 1.071 -0.246
N 1.545 -2.581 -2.861
N 4.563 1.734 4.686
N 1.449 0.867 0.783
N -1.181 -1.929 -0.189
N 1.624 -1.461 -2.121
N 3.706 3.787 4.407
C 6.560 3.257 7.351
C -2.571 -3.894 -0.307
C 2.921 1.977 2.872
C 6.153 2.242 6.541
C 2.916 -1.321 -1.833
C -3.689 0.688 -0.550
C 2.752 -3.145 -3.053
C 3.715 2.509 3.982
C -2.509 2.041 0.729
C -3.394 -4.738 -1.110
C -2.301 -4.158 1.049
C -1.480 -3.308 1.745
C -5.578 0.826 -5.440
C 5.153 2.544 5.559
C 3.668 -2.362 -2.390
C -1.992 -2.756 -0.880
C 6.020 4.561 7.211
C 5.011 4.882 6.270
C 4.635 3.878 5.434
C -3.751 2.383 1.151
C -3.076 -3.333 -3.040
C -0.942 -2.202 1.086
C -2.256 -2.446 -2.287
C -5.089 -0.307 -6.077
C -4.824 1.484 -4.472
C 2.199 0.101 1.584
C -3.576 1.001 -4.124
C 1.457 2.184 0.997
C -3.630 -4.450 -2.447
C -3.852 -0.822 -5.722
C -3.115 -0.155 -4.751
C 2.165 2.784 2.025
C 2.950 0.605 2.631
H -2.745 -5.022 1.527
H -5.207 2.383 -4.006
H 3.555 -0.042 3.250
H -3.444 -1.696 -6.214
H 3.151 4.548 4.048
H -5.660 -0.777 -6.865
H 7.323 3.082 8.097
H -1.244 -3.484 2.785
H -3.264 -3.111 -4.082
H -3.908 -0.056 -1.303
H -6.553 1.210 -5.710
H 6.583 1.252 6.591
H -2.943 1.525 -3.419
H 6.398 5.354 7.845
H 2.210 -0.960 1.363
H 0.677 -2.840 -3.305
H -0.302 -1.504 1.613
H -4.031 3.109 1.897
H -4.262 -5.105 -3.031
H -3.836 -5.619 -0.661
H 4.558 5.863 6.250
H -1.588 2.468 1.098
H 2.884 -4.048 -3.626
H 3.275 -0.480 -1.262
H 2.129 3.860 2.131
H 0.891 2.793 0.300
*
```

Values from the calculation:
**Lowest unoccupied orbital energy (spin up / spin down)**: -10.68 / -9.83 eV
**Gap between HOMO and LUMO (spin up / spin down)**: 4.08 / 4.93 eV
**HOMO (spin up / spin down)**: -14.8 / -14.8 eV
**Relative energy (zero: lowest compared OMol25 entry of this formula, charge and spin)**: 0.0 kcal/mol

=====

Record 2
Molecular formula: C33H27CoF10IN4O2
Method: DFT, ωB97M-V with the def2-TZVPD basis set

Structure (ORCA input):
```
! RIJCOSX wB97M-V def2-TZVPD def2/J DEFGRID3
* xyz -2 2
I 4.003 4.019 -2.644
Co 1.519 1.337 -1.752
F 3.715 -2.089 1.731
F -1.737 5.036 -1.265
F 4.349 -4.737 -2.110
F 3.322 -2.885 -3.637
F 0.178 2.628 3.222
F -1.850 4.470 3.396
F 2.696 -0.149 0.246
F -2.739 5.627 1.067
F 4.601 -4.436 0.609
F 1.253 1.970 0.900
O 0.166 -1.799 -0.817
O -0.212 0.393 -1.182
N 2.456 -0.302 -2.473
N 0.811 1.506 -3.810
N 0.432 3.023 -1.498
N -1.318 -2.555 1.321
C -1.199 4.373 -0.200
C -2.958 -0.081 -0.851
C -1.276 -2.889 2.680
C 3.281 2.234 -1.540
C -0.151 3.421 -0.371
C 3.424 -2.578 -2.309
C -1.627 -0.472 3.313
C 4.060 -3.456 -0.158
C 0.257 2.872 0.883
C -0.935 -4.586 4.362
C -4.576 -0.963 0.676
C -0.530 -0.768 -0.811
C -1.464 -2.325 5.020
C -0.097 3.534 -2.753
C 2.968 -1.331 -1.802
C 1.961 0.946 -4.505
C -3.599 -1.766 1.241
C 2.347 -0.405 -3.917
C -0.423 0.801 -4.103
C -0.289 3.206 2.097
C -2.288 -1.740 0.757
C 3.114 -1.259 -0.386
C 0.666 2.949 -3.935
C -0.989 -4.209 3.034
C -1.748 4.709 1.024
C -1.701 -1.323 6.120
C -4.265 -0.120 -0.382
C -1.964 -0.881 -0.308
C 3.626 -2.260 0.397
C -1.473 -1.923 3.678
C -1.199 -3.650 5.352
C 3.944 -3.589 -1.522
C -1.312 4.136 2.197
H -1.124 -0.252 2.371
H -3.838 -2.423 2.070
H -0.313 -0.260 -3.883
H 1.613 -1.165 -4.220
H -1.221 1.181 -3.470
H -0.706 0.926 -5.164
H 3.355 2.625 -0.523
H -5.023 0.517 -0.821
H -2.623 -0.760 5.960
H -0.009 4.625 -2.829
H -2.676 0.610 -1.635
H 4.123 1.561 -1.705
H 1.771 0.841 -5.589
H 2.791 1.642 -4.368
H -1.168 3.305 -2.860
H -1.190 0.170 4.075
H 3.293 -0.695 -4.390
H -0.821 -4.926 2.240
H -0.479 -2.638 0.747
H -2.675 -0.183 3.189
H 0.155 3.222 -4.876
H -5.587 -0.997 1.067
H -0.706 -5.612 4.626
H -1.769 -1.824 7.086
H -0.891 -0.592 6.177
H -1.182 -3.942 6.396
H 1.664 3.380 -3.956
*
```

Values from the calculation:
**Lowest unoccupied orbital energy (spin up / spin down)**: 4.09 / 4.10 eV
**Gap between HOMO and LUMO (spin up / spin down)**: 5.67 / 5.59 eV
**HOMO (spin up / spin down)**: -1.6 / -1.5 eV
**Relative energy (zero: lowest compared OMol25 entry of this formula, charge and spin)**: 0.0 kcal/mol

=====

Record 3
Molecular formula: C33H27N4O7S5Zr
Method: DFT, ωB97M-V with the def2-TZVPD basis set

Structure (ORCA input):
```
! RIJCOSX wB97M-V def2-TZVPD def2/J DEFGRID3
* xyz -1 1
Zr -0.325 0.278 0.332
S -1.179 2.481 -0.889
S 4.028 5.107 -0.837
S -0.961 4.199 -3.703
S 1.770 5.028 -2.748
S 1.671 3.348 -0.353
O -0.344 -1.631 0.651
O 0.870 1.415 1.316
O -4.168 0.300 1.983
O 2.596 1.213 2.728
O 1.667 -1.992 -5.474
O -0.115 -1.089 5.025
O 0.784 0.051 -1.252
N -2.128 -0.365 -0.868
N -1.906 0.699 1.695
N 1.543 -0.728 1.957
N 0.387 0.526 3.432
C 0.877 -3.461 -2.270
C -1.645 3.086 5.162
C -0.680 1.430 3.699
C -3.226 -0.220 -0.103
C 2.565 4.526 -1.288
C 0.220 3.341 -1.370
C -0.834 2.502 -4.365
C -4.669 -0.897 -1.897
C 1.235 -0.928 -3.314
C 0.668 -2.363 -1.405
C -2.718 3.208 4.295
C -0.632 2.198 4.855
C 2.832 1.512 4.085
C -3.533 -1.052 -2.684
C -2.800 2.420 3.167
C 1.215 -3.311 -3.592
C 2.592 -3.305 2.182
C 1.298 -1.519 3.114
C 0.302 4.104 -2.490
C 1.327 0.695 2.326
C -1.802 1.494 2.845
C 0.451 -0.760 3.994
C 1.691 -0.741 -6.112
C -4.506 -0.469 -0.595
C 0.196 -2.565 -0.068
C 1.385 -2.034 -4.135
C -2.298 -0.765 -2.132
C 2.894 -2.462 1.075
C 0.890 -1.051 -1.959
C 1.811 -2.798 3.202
C 0.097 -3.953 0.521
C -3.129 0.289 1.321
C 2.434 -1.186 1.014
H 1.332 -4.167 -4.238
H -5.652 -1.111 -2.290
H 2.988 -4.307 2.220
H 0.727 -4.460 -1.891
H 2.508 -0.111 -5.749
H -3.654 2.503 2.511
H -3.604 -1.390 -3.708
H 2.721 -0.470 0.250
H 0.938 -4.584 0.244
H -5.336 -0.324 0.079
H -0.968 1.806 -3.539
H 1.602 -3.376 4.090
H 2.825 0.608 4.704
H -1.593 3.689 6.058
H 0.070 -3.854 1.604
H 0.744 -0.209 -5.981
H 1.843 -0.954 -7.169
H 3.538 -2.827 0.292
H -0.836 -4.425 0.210
H -1.629 2.392 -5.095
H 2.104 2.228 4.465
H 0.137 2.378 -4.839
H -1.400 -0.870 -2.735
H 3.826 1.956 4.098
H -3.505 3.917 4.500
H 0.210 2.080 5.524
H 1.365 0.079 -3.686
*
```

Values from the calculation:
**Lowest unoccupied orbital energy**: 1.77 eV
**Gap between HOMO and LUMO**: 4.70 eV
**HOMO**: -2.9 eV